# 1
C12H30ClN2NaO8 | wB97M-V/def2-TZVPD

The geometry in XYZ format:
```
54
Properties=species:S:1:pos:R:3:forces:R:3
Na -1.0209 -9.4782 15.3643 0.6 -0.2 -0.3
Cl 1.4791 -7.8759 13.9586 3.4 3.2 -1.4
O 2.7283 -7.4021 13.4353 0.0 -0.2 0.9
O 0.7839 -6.7601 14.5516 -1.4 0.2 0.5
O 0.7892 -8.4099 12.8622 -2.8 -1.4 -1.6
O 1.6645 -8.8627 14.9452 -0.3 -2.2 2.1
C -3.0378 -10.9664 17.8264 -1.4 0.6 0.7
O -2.6319 -10.8863 16.5001 1.8 0.0 -1.2
C -3.6621 -11.2584 15.6143 -1.9 0.4 -0.7
C -3.2825 -11.3811 14.0945 1.4 -0.8 3.0
N -2.9671 -10.0964 13.4838 -1.3 0.1 0.8
C -2.0593 -10.2168 12.3574 1.0 0.0 0.4
C -2.0347 -8.9270 11.4981 -2.1 -2.7 -0.2
O -3.4547 -8.8046 11.1508 1.3 0.8 0.8
C -3.5923 -7.7772 10.1930 -0.6 0.2 0.2
H -2.2589 -10.6438 18.5173 0.0 -0.3 -0.3
H -3.5176 -11.9031 18.1101 0.8 -0.6 -0.1
H -3.9086 -10.3181 17.9235 -0.1 0.7 0.4
H -4.4445 -10.5083 15.7299 -0.4 0.4 -0.1
H -4.1321 -12.1470 16.0358 0.2 -0.6 -0.5
H -3.9695 -12.0635 13.5941 -0.3 0.4 -0.2
H -2.3935 -11.9916 14.2533 0.6 0.0 -0.8
H -3.8557 -9.8376 13.0795 -0.2 0.8 -0.1
H -2.3517 -11.1192 11.8205 0.2 0.2 -0.8
H -1.1075 -10.4242 12.8465 0.5 0.1 -0.7
H -1.6151 -9.1774 10.5238 1.0 0.4 0.3
H -1.6039 -8.0724 12.0198 -0.1 0.1 -0.2
H -3.0569 -6.8742 10.4864 0.0 0.2 0.2
H -4.6612 -7.5640 10.1906 0.1 0.1 -0.6
H -3.1921 -8.0666 9.2213 -0.2 -0.2 -0.2
C 0.6455 -9.5545 18.3343 0.8 -0.8 -0.6
O -0.2409 -8.7449 17.5522 -0.3 -0.7 -0.4
C -1.1048 -7.9672 18.2960 -1.5 0.1 -0.3
C -1.7850 -6.8895 17.3514 1.6 -0.7 -0.4
N -2.8470 -7.3721 16.4360 0.7 2.9 1.5
C -2.9722 -6.7041 15.1399 -2.3 -2.1 -0.3
C -4.4125 -7.0214 14.5179 0.5 1.0 -0.4
O -5.5115 -6.1181 14.7824 2.0 -0.4 1.0
C -6.3153 -6.4687 15.9148 -1.3 -0.9 -0.4
H 0.3001 -10.5436 18.6352 -1.2 0.3 0.5
H 1.0233 -9.0004 19.1936 0.2 0.0 -0.2
H 1.4133 -9.9160 17.6504 0.5 1.0 0.0
H -0.6097 -7.6633 19.2183 0.0 1.1 -0.2
H -2.0020 -8.4798 18.6430 0.0 -0.8 0.2
H -1.0499 -6.4083 16.7063 0.3 0.1 0.2
H -2.3288 -6.1904 17.9867 0.1 0.2 0.3
H -3.6915 -7.2527 16.9769 -1.0 -1.3 -0.1
H -2.2588 -7.1985 14.4805 0.4 0.5 -0.2
H -2.7722 -5.6380 15.2473 0.2 0.1 0.0
H -4.6779 -8.0722 14.6336 -0.1 -0.1 0.7
H -4.1449 -7.0028 13.4615 -0.7 0.5 -0.3
H -6.8390 -7.3714 15.6003 -0.4 -0.1 0.2
H -7.0466 -5.7120 16.1991 0.1 0.4 -1.0
H -5.9706 -6.7030 16.9220 1.6 0.0 0.0
```
Positions in Å, forces in eV/Å.

The HOMO-LUMO gap (spin up / spin down) comes out at 8.369 / 3.198 eV. The calculation puts the largest force on an atom at 0.0951 hartree/bohr. The LUMO energy (spin up / spin down) comes out at -3.279 / -8.449 eV. The spin multiplicity is 2. Its total charge is +1. Its expectation value of S² is 0.754. The calculation puts the total energy at -1808.44671 hartree.

=====

# 2
C12H30CsN2O4 | wB97M-V/def2-TZVPD

The geometry in XYZ format:
```
49
Properties=species:S:1:pos:R:3:forces:R:3
Cs -0.9191 -1.4462 -0.4919 0.1 -0.2 -0.1
C 2.8379 -3.3965 1.4267 -0.1 -1.0 0.8
O 2.4930 -2.3140 0.6051 0.0 0.0 -0.4
C 2.8542 -1.0592 1.1092 -0.6 1.5 0.9
C 2.0607 -0.6408 2.3751 1.1 0.0 -0.2
N 0.6272 -0.5831 2.1152 0.6 -0.5 0.1
C -0.1368 -0.1010 3.2589 -1.8 -0.8 -0.5
C -1.5845 0.1031 2.8196 -1.4 -1.1 -0.2
O -2.2549 -1.0756 2.3031 0.7 -0.6 -0.3
C -2.7653 -1.9442 3.2887 -0.5 -0.4 0.6
H 2.4397 -4.3097 0.9823 -0.2 0.2 -0.1
H 2.4176 -3.2846 2.4342 -0.1 -0.1 -0.1
H 3.9014 -3.6209 1.5808 0.1 0.7 -0.4
H 2.6032 -0.2966 0.3699 0.1 -0.3 -0.4
H 3.9174 -0.9458 1.3350 0.1 -0.4 -0.1
H 2.3821 0.3493 2.7064 0.2 0.0 -0.2
H 2.3677 -1.3276 3.1760 -0.4 0.1 0.2
H 0.3896 -1.5739 2.0702 -0.3 0.1 -0.3
H 0.1391 0.8702 3.6649 0.7 -0.2 0.1
H -0.1879 -0.9189 3.9879 0.4 0.6 0.7
H -1.6951 0.7420 1.9420 0.3 0.7 0.6
H -2.2522 0.3188 3.6607 0.5 1.2 0.0
H -2.1549 -1.9864 4.1945 0.3 -0.2 -0.2
H -2.8889 -2.9375 2.8596 0.3 0.0 0.0
H -3.7649 -1.6825 3.6605 0.0 0.5 -0.3
C 3.1624 3.0835 -1.7865 -0.5 1.0 -0.1
O 1.9134 2.6748 -2.3216 -0.1 -0.3 0.0
C 1.9470 1.3174 -2.7158 0.9 -0.3 0.1
C 0.7627 0.9825 -3.5860 0.1 -0.1 0.4
N -0.4060 0.6800 -2.7242 0.0 0.5 -1.0
C -1.6169 0.5504 -3.5339 -1.2 -0.1 0.1
C -2.8488 0.9823 -2.7280 -1.5 0.8 -1.2
O -2.9974 0.4219 -1.4331 1.1 0.1 -0.2
C -4.0227 0.8842 -0.5762 -0.2 -0.5 0.9
H 3.8897 3.2769 -2.5799 0.2 -0.6 0.0
H 3.5056 2.3884 -1.0208 0.3 0.0 0.0
H 2.9991 4.0730 -1.3556 -0.1 -0.2 0.3
H 1.9645 0.6620 -1.8300 -0.1 0.1 0.0
H 2.9026 1.1169 -3.2197 -0.2 0.0 -0.3
H 0.9526 0.1243 -4.2306 0.1 -0.1 0.1
H 0.6167 1.8433 -4.2499 -0.3 0.0 0.0
H -0.5683 1.5480 -2.2113 0.1 -0.2 0.2
H -1.8643 -0.4057 -4.0156 0.8 -0.6 0.8
H -1.5809 1.1616 -4.4470 -0.1 0.5 0.3
H -3.7399 0.7277 -3.3196 0.1 -0.3 0.0
H -2.9088 2.0794 -2.7560 0.3 0.1 0.8
H -3.7782 0.4700 0.4059 0.1 -0.1 0.0
H -5.0037 0.4619 -0.8030 0.0 0.2 -0.5
H -4.1068 1.9572 -0.3959 0.3 0.2 -0.7
```
Positions in Å, forces in eV/Å.

The HOMO-LUMO gap comes out at 9.872 eV. The calculation puts the largest force on an atom at 0.0405 hartree/bohr. The LUMO energy comes out at -2.403 eV. Its total charge is +1. The calculation puts the total energy at -905.54655 hartree.

=====

# 3
C12H30F2Li3N2O13S2 | wB97M-V/def2-TZVPD

The geometry in XYZ format:
```
64
Properties=species:S:1:pos:R:3:forces:R:3
Li 0.1442 2.4479 0.8467 0.5 0.2 -0.1
Li -2.0665 2.4106 -2.8212 0.2 -0.5 0.6
Li -0.5476 -0.2569 1.7817 -0.2 -0.3 -0.4
N -0.6989 1.5890 2.4550 -4.0 1.4 -1.2
S -2.2890 2.3615 2.6447 -3.6 0.3 -1.3
O -2.3562 3.7386 2.1390 0.7 -3.1 0.9
O -3.1570 1.9477 3.7742 3.1 0.9 -2.8
F -2.8117 1.4303 1.4121 -0.1 0.8 0.5
S -0.2794 1.8459 3.8949 5.9 1.1 6.1
O -0.4665 0.7321 4.8136 -0.2 1.8 -1.5
O -0.3727 3.2513 4.3147 -0.8 -2.9 -0.6
F 1.3544 1.7494 3.5737 -1.1 -0.2 0.1
N -0.9477 1.0287 -1.0974 -0.1 -0.3 2.1
O -1.3749 0.5053 -2.0974 -0.7 -0.5 -2.2
O -0.3790 0.4124 -0.2109 0.9 -0.9 0.4
O -1.1652 2.2348 -0.8923 -0.1 2.3 -0.6
C 2.7110 0.8556 -0.4470 0.3 1.6 -0.6
O 2.1751 1.9185 0.4337 -1.5 -1.8 -0.8
C 3.0455 3.0066 0.5180 1.4 0.5 0.2
C 2.5021 4.1174 1.4357 -0.4 -0.6 1.3
O 1.0596 4.2992 1.3762 0.4 0.2 -2.1
C 0.7544 5.0244 0.1155 0.4 0.6 1.3
H 2.4683 1.1088 -1.4791 -0.1 0.3 -0.2
H 2.3512 -0.1696 -0.3599 -0.3 0.4 1.1
H 3.7969 0.9327 -0.3924 0.0 -0.5 0.2
H 3.4059 3.3628 -0.4470 -0.6 0.1 -0.5
H 3.9520 2.5787 0.9461 0.4 0.5 0.5
H 3.0228 5.0749 1.4206 0.0 0.1 -1.1
H 2.7497 3.8411 2.4606 -0.7 -0.5 0.1
H 1.1403 4.4958 -0.7561 -0.1 -0.1 0.0
H 1.2149 6.0106 0.1743 0.5 -0.1 -0.1
H -0.2942 5.3093 0.0304 -0.2 -0.9 0.3
C 1.6683 -1.6710 3.3619 0.1 0.3 0.2
O 0.3694 -1.5918 2.7472 0.8 -0.4 -1.0
C -0.6204 -2.4821 3.3006 0.2 1.6 0.3
C -1.8216 -2.6650 2.3450 1.5 0.7 0.4
O -1.9966 -1.4901 1.5048 -0.5 -0.2 1.0
C -2.9375 -1.7512 0.4787 0.5 -2.3 -1.7
H 2.2946 -2.5033 3.0407 -0.6 -0.5 -0.2
H 1.5728 -1.6984 4.4474 -0.1 0.1 0.0
H 2.2588 -0.7962 3.0898 -0.5 0.3 0.0
H -0.8912 -1.9226 4.1960 -0.5 -0.6 0.4
H -0.1623 -3.4450 3.5265 -0.2 0.0 0.1
H -2.6771 -2.8041 3.0059 -0.3 -0.3 -0.5
H -1.5179 -3.5317 1.7578 -0.8 0.0 -0.5
H -3.8298 -2.3286 0.7205 -0.4 0.9 1.1
H -2.4836 -2.5425 -0.1179 0.5 -0.2 -0.5
H -3.1374 -1.0116 -0.2967 0.2 0.8 1.0
C -3.0713 -2.0542 -3.9317 -1.2 -0.7 -0.3
O -1.9718 -2.8381 -4.2142 1.8 0.8 -0.4
C -0.7863 -2.0956 -3.9008 0.6 -1.4 -0.4
C 0.4673 -2.6771 -4.6156 0.3 0.2 1.4
O 1.0195 -3.7264 -3.8659 -0.9 -0.8 1.8
C 2.2159 -4.3220 -4.2806 -0.5 -0.3 -0.5
H -3.9211 -2.6416 -4.2795 -0.3 0.1 0.4
H -3.1067 -1.1402 -4.5245 0.3 0.4 0.1
H -3.1202 -1.8548 -2.8612 -0.3 0.3 0.2
H -0.6591 -2.0797 -2.8184 0.4 -0.4 0.3
H -0.8537 -1.0270 -4.1046 -0.4 0.1 -0.8
H 1.2200 -1.8971 -4.5010 0.1 0.6 -1.0
H 0.2980 -3.0363 -5.6307 -0.2 0.5 -0.2
H 2.4566 -5.1682 -3.6370 -0.3 0.2 0.3
H 3.0594 -3.6324 -4.2472 0.1 0.2 -0.4
H 2.0230 -4.7695 -5.2556 0.6 0.2 -0.5
```
Positions in Å, forces in eV/Å.

The HOMO-LUMO gap comes out at 7.750 eV. The calculation puts the largest force on an atom at 0.1660 hartree/bohr. The LUMO energy comes out at -3.941 eV. Its total charge is +1. The calculation puts the total energy at -2581.22503 hartree.

=====

# 4
C12H30F2N3O12S3Sn | wB97M-V/def2-TZVPD

The geometry in XYZ format:
```
63
Properties=species:S:1:pos:R:3:forces:R:3
Sn 4.7661 28.5910 10.9109 2.6 0.6 -0.8
S 8.2338 27.8793 10.2294 2.8 -1.9 1.0
O 7.7355 28.0696 11.6158 -1.0 0.4 1.9
O 7.2514 28.5332 9.4202 -5.6 3.1 -2.9
O 9.5164 28.4612 9.9594 1.6 1.9 0.6
O 8.3098 26.5019 9.8642 -0.7 -2.8 0.0
N 1.9149 27.9309 10.4875 -1.4 -0.4 -3.4
S 1.0883 27.4865 11.6930 -2.7 -2.5 7.3
O 0.8258 26.0330 11.7326 0.6 2.7 -0.1
O -0.0251 28.3018 12.2126 2.9 -0.9 -1.0
F 2.3232 27.7021 12.7412 -0.6 0.1 -0.2
S 0.7169 27.3736 9.3996 -1.2 -0.5 -4.5
O -0.5510 28.1097 9.5762 2.9 -1.8 -0.5
O 0.6981 25.9534 8.9819 0.3 3.5 1.4
F 1.4279 28.0633 8.1027 -0.4 -0.1 0.9
C 6.5895 27.2428 3.9074 0.0 -0.5 1.2
O 5.9027 28.2082 4.6483 -0.9 1.9 0.0
C 5.1563 27.8105 5.7888 0.5 -1.0 0.1
C 4.3663 28.9082 6.5166 0.6 -0.6 -1.1
N 5.0255 29.4888 7.6467 -0.2 0.0 0.9
C 4.7143 30.9208 7.8698 1.0 -2.3 1.1
C 3.2964 31.0697 8.5320 1.8 1.6 -2.0
O 3.3403 30.9627 9.9047 0.4 -1.5 1.5
C 2.2252 31.4997 10.6143 0.9 0.5 1.0
H 6.7381 27.6437 2.9048 0.1 -0.3 0.1
H 6.0742 26.2830 3.9430 -0.5 -0.1 -0.6
H 7.5182 26.9976 4.4225 0.6 0.2 -0.3
H 5.8676 27.3387 6.4667 -0.1 -0.3 0.5
H 4.4168 27.0707 5.4822 0.0 -0.3 -0.1
H 3.4611 28.4123 6.8671 -0.4 0.5 -0.5
H 4.2685 29.6761 5.7492 -1.0 0.2 -0.2
H 6.0053 29.2462 7.6129 0.4 0.4 0.6
H 4.9562 31.4694 6.9595 -0.9 0.5 -0.2
H 5.5268 31.1644 8.5544 -0.3 0.7 0.5
H 2.6197 30.3484 8.0738 -0.3 0.3 0.0
H 3.1062 32.1316 8.3764 -1.0 0.1 -0.7
H 1.2732 31.5968 10.0924 0.2 -0.7 -0.2
H 2.5010 32.4996 10.9494 0.0 0.4 -0.3
H 2.1930 30.9483 11.5540 -0.7 -0.3 -0.2
C 7.8654 34.3936 9.7765 0.6 0.9 -0.8
O 7.5825 33.9541 11.0468 -0.3 0.0 1.4
C 7.3364 32.5688 11.1042 -0.7 -0.4 0.7
C 6.6999 32.2257 12.4831 -0.2 0.1 -0.8
N 6.5510 30.7364 12.7174 -0.5 2.9 -1.4
C 6.3216 30.3933 14.0952 1.3 -2.1 0.1
C 5.9059 28.9082 14.1616 0.8 0.3 -0.3
O 4.5253 28.8090 13.9512 -0.9 0.6 1.0
C 3.8176 29.0986 15.1670 -1.1 -0.8 -0.4
H 6.9527 34.5559 9.2031 -0.1 -0.2 -0.3
H 8.5664 33.7562 9.2376 -0.1 -0.4 -0.1
H 8.3788 35.3524 9.8476 -0.1 0.2 0.2
H 8.3068 32.0747 11.0560 -0.1 -0.5 -0.4
H 6.6758 32.3115 10.2762 0.1 -0.5 -0.1
H 5.7398 32.7184 12.6362 -0.3 -0.2 -0.4
H 7.3446 32.8292 13.1220 0.5 -0.7 0.9
H 7.4518 30.3745 12.4385 0.1 -1.0 -0.1
H 5.5762 30.9235 14.6880 0.0 0.6 -0.6
H 7.2925 30.4741 14.5842 0.0 0.2 0.7
H 6.2743 28.5271 15.1140 -0.5 -0.3 0.3
H 6.2890 28.2250 13.4036 1.0 0.6 -0.2
H 4.3798 29.6525 15.9187 0.3 -0.1 -0.2
H 3.4916 28.1290 15.5434 0.2 0.0 0.5
H 2.8866 29.6378 14.9919 0.1 0.2 -0.4
```
Positions in Å, forces in eV/Å.

The HOMO-LUMO gap comes out at 5.254 eV. The calculation puts the largest force on an atom at 0.1581 hartree/bohr. The LUMO energy comes out at 0.539 eV. Its total charge is -1. The calculation puts the total energy at -3150.79759 hartree.